Record 1
Density functional theory data (the ωB97M-V functional and the def2-TZVPD basis) for 3 unconnected molecules or ions with the total composition C8H17NO2S2 in a non-equilibrium geometry.

```
30
Properties=species:S:1:pos:R:3:forces:R:3
C 4.43129 13.99957 7.21602 -0.6585 -0.2649 0.2227
S 2.75744 14.77773 6.71851 0.1741 -3.3526 -0.6854
O 2.40477 14.18946 5.35749 0.4576 1.0749 1.6035
C 1.81498 13.69562 7.98049 -0.1357 0.8405 -1.1512
H 4.47471 12.91769 7.09052 -0.7474 -0.0865 -0.5775
H 4.52867 14.07032 8.29935 0.1936 0.7372 0.0094
H 5.29204 14.37223 6.66074 -0.3274 0.5869 0.1427
H 1.93319 12.62928 7.78799 1.1528 0.0701 0.3289
H 0.74313 13.73860 7.78711 -0.0599 0.9996 -0.0343
H 2.06580 14.13067 8.94791 -0.0493 -0.6116 0.1358
C 5.35454 7.63588 10.82085 0.8667 0.1976 0.6739
S 5.36554 6.48718 9.35950 -0.0350 3.1517 -0.3683
O 5.13701 7.48705 8.21502 0.3021 -1.8147 1.1518
C 7.17350 6.14914 9.31437 0.0671 0.3334 0.0687
H 4.42669 8.14134 11.08866 -0.6427 -1.1543 -0.1746
H 5.94981 8.54607 10.74790 0.6687 -0.2094 -1.2730
H 5.85523 7.16214 11.66523 -0.5873 -0.4590 0.2603
H 7.31114 6.17210 8.23334 0.3369 -0.1149 0.0827
H 7.55010 5.22724 9.75752 -0.6668 -0.3136 -0.1507
H 7.76647 6.92465 9.79919 -0.3078 0.3906 -0.2643
N 13.38654 12.22406 6.19129 1.4632 0.9210 1.8462
C 14.34445 13.23458 6.22151 0.8539 -1.2308 -1.2072
C 15.51144 12.71663 6.77400 -0.8605 1.7387 0.1244
C 15.19989 11.48889 7.35555 -1.7823 -0.8951 0.1241
C 13.85712 11.21634 7.05355 0.6278 -0.0379 -1.6613
H 12.57600 12.29051 5.59237 -0.0574 -0.3678 0.6486
H 14.23459 14.18022 5.71150 -0.2333 -0.1908 -0.0971
H 16.42950 13.28375 6.81784 -0.0050 -0.1425 0.2016
H 15.81376 10.86107 7.98434 0.0222 0.0475 -0.1617
H 13.31011 10.29020 7.15059 -0.0306 0.1567 0.1812
```
Positions in Å, forces in eV/Å.

Results
charge: 0
E_LUMO: 0.68 eV
DFT total energy: -1316.48799 Eh
HOMO-LUMO gap: 8.9 eV
energy relative to the best compared isomer or geometry (same formula, charge and spin): 56.4 kcal/mol



Record 2
Density functional theory data (the ωB97M-V functional and the def2-TZVPD basis) for 2 unconnected molecules or ions with the total composition C8H17NO4S in a non-equilibrium geometry.

```
31
Properties=species:S:1:pos:R:3:forces:R:3
C 2.26305 -3.61921 -0.38018 4.6474 -0.4561 -0.6558
C 2.18704 -2.56472 0.39121 0.8762 2.0207 0.4642
C -2.36333 1.62117 -0.70671 -1.9830 -0.9004 2.4939
C -0.95874 1.24730 -1.01533 0.5329 2.4639 0.8252
C -0.16299 1.92606 0.12448 3.3095 -4.2416 -0.0140
C -0.33942 1.26375 1.56098 -2.9459 1.2114 -2.1890
C -0.40818 -0.22538 1.58931 -0.3739 -2.2353 2.2470
C 0.93220 -1.97674 0.68992 -1.5025 1.0444 1.0596
N 0.85486 -0.88244 1.37240 0.3591 -0.9717 -1.5806
O 3.75788 1.76670 -1.12679 0.4559 -1.4612 -0.0779
O 4.28336 -0.60430 -0.61439 -0.9476 -1.8797 -0.6357
O 2.88934 0.66712 0.81799 0.7671 0.3256 -1.0009
O 2.03499 0.03644 -1.43900 1.6230 -0.5303 0.6375
S 3.21049 0.49364 -0.73642 -2.7404 3.4445 1.2048
H 3.33841 -3.89730 -0.70218 -1.9479 0.1471 0.4305
H 1.50664 -4.21675 -0.77714 -1.4162 -0.6350 -0.2889
H 2.99802 -1.84108 0.67012 -0.3098 -1.7317 -0.1680
H -2.73582 2.64917 -0.44542 1.2691 -0.5251 -0.4424
H -2.56419 1.02416 0.25944 -0.4033 0.8031 -1.3714
H -3.03430 1.27590 -1.44446 -0.9984 -0.5759 -0.8397
H -0.88709 0.16090 -1.07977 0.4040 0.2312 -0.1880
H -0.60725 1.78898 -1.89478 0.0332 -0.6792 -0.4401
H 0.97001 1.69763 -0.12426 -2.2944 1.4270 0.3938
H -0.44363 2.94418 0.13451 0.2247 1.1712 0.1623
H -1.30355 1.67689 1.93453 0.5389 -0.4490 0.1412
H 0.40272 1.67628 2.14575 1.7104 0.5629 1.5875
H -0.70492 -0.69525 2.60771 0.1404 1.4446 -1.0698
H -1.14859 -0.65640 0.94214 -0.6100 0.1151 -0.6806
H 0.10140 -2.56371 0.24527 -0.3236 0.7860 0.4826
H 5.16538 -0.31061 -0.66202 1.8322 0.9968 -0.1606
H 2.02553 0.29222 1.15788 0.0729 -0.9229 -0.3268
```
Positions in Å, forces in eV/Å.

Results
charge: 0
E_LUMO: 0.23 eV
DFT total energy: -1068.82738 Eh
HOMO-LUMO gap: 10.0 eV
energy relative to the best compared isomer or geometry (same formula, charge and spin): 31.5 kcal/mol